No. 1
Entry from OMol25: a 12-piece molecular cluster, C23H70O23 overall at a distorted geometry (ωB97M-V/def2-TZVPD).

Last column: Mulliken charge in e.
Positions of all 116 atoms, in Å:
O  -2.51138  -16.01437  -5.17690  -0.141
O  -4.02183  -20.00398  -2.88326  -0.669
O  -2.42322  -20.13021  -8.33446  -0.084
O  1.11466  -22.25170  -9.55042  -0.720
O  3.13607  -20.05021  -4.53334  -0.524
O  -3.78484  -22.17228  -7.01547  -0.581
O  -4.60409  -19.45087  -10.09878  -0.328
O  0.30617  -25.52542  -6.51161  -0.622
O  -1.25204  -19.60888  -3.44385  -0.459
O  0.29792  -21.90619  -12.21953  -0.516
O  -4.60046  -21.11352  -12.35157  -0.593
O  -0.19559  -18.67824  -7.64875  1.447
O  -5.66801  -17.61461  -2.10475  -0.602
O  1.41309  -23.20935  -6.99461  -0.739
O  -1.57166  -14.42051  -7.67522  -0.513
O  -3.79173  -13.64667  -5.85824  -0.591
O  1.78794  -19.41188  -9.96163  -0.582
O  -7.28503  -18.76851  -6.93078  -0.590
O  -8.38803  -21.25540  -6.89964  -0.571
O  0.31905  -15.63984  -5.65967  -0.446
O  1.32320  -18.71017  -2.45602  -0.625
O  -0.63516  -17.74746  -10.14602  -0.496
O  2.42728  -18.69783  -6.89675  -0.594
C  1.43833  -18.67355  -11.11037  -0.612
C  -7.04610  -21.08547  -7.35480  -0.423
C  -3.25129  -15.28406  -4.18885  -0.381
C  0.53978  -17.93477  -3.32877  -0.320
C  2.58226  -20.72198  -5.73073  0.395
C  0.60187  -15.36598  -7.02320  0.127
C  -0.34613  -22.86033  -11.41088  -0.994
C  3.13295  -19.94109  -6.93679  -0.353
C  -3.50013  -20.17326  -12.05054  -0.204
C  -4.03914  -19.00185  -11.31356  -0.248
C  -3.28666  -22.15231  -5.66532  0.251
C  -5.79951  -18.43782  -3.28307  -0.573
C  -4.45027  -18.97969  -3.75294  1.954
C  -0.63898  -24.50954  -6.69332  -0.370
C  -0.27281  -22.37150  -9.99942  1.235
C  -1.20336  -18.92617  -6.67264  0.909
C  -0.15299  -14.13085  -7.56567  -0.755
C  -0.07606  -18.52850  -11.16796  -0.141
C  -3.18183  -13.83920  -4.56973  -0.569
C  -6.50568  -19.88871  -6.59272  0.699
C  0.09261  -23.14457  -6.51104  -0.011
C  -2.52261  -19.06126  -7.38041  1.111
C  -0.94922  -18.21942  -3.18384  0.455
H  -3.68881  -13.21471  -3.82796  0.401
H  -4.79655  -18.45289  -11.88146  0.424
H  -2.72083  -18.09224  -7.86719  0.349
H  -4.83174  -17.80255  -1.64115  0.330
H  -2.79510  -15.57729  -3.27610  0.456
H  1.42183  -18.90459  -9.22889  0.028
H  -3.19217  -21.11028  -5.36799  -0.314
H  1.77086  -19.20060  -12.01878  0.404
H  -5.31906  -18.87154  -9.85298  0.168
H  0.17770  -22.87917  -5.45048  0.607
H  2.72247  -18.17485  -6.15265  0.263
H  -0.47867  -18.20673  -9.31023  0.091
H  -1.59574  -15.20148  -8.23319  0.259
H  -6.41796  -21.96166  -7.18682  0.346
H  -0.65024  -15.70155  -5.57227  0.170
H  -2.34578  -22.66824  -5.47875  -0.241
H  -7.02452  -20.83131  -8.39494  0.240
H  1.23663  -22.11129  -12.22288  0.330
H  -4.30126  -15.58367  -4.17720  0.199
H  -3.39069  -21.46573  -7.53133  0.398
H  1.65921  -15.10719  -7.11881  0.452
H  -2.84333  -20.67352  -11.35435  -0.098
H  -6.54289  -20.12170  -5.50734  0.201
H  1.94692  -19.28236  -2.89340  0.394
H  3.85057  -20.60815  -4.22341  0.312
H  0.25830  -13.85513  -8.55093  0.336
H  0.05785  -23.86735  -11.49629  0.411
H  -3.11024  -13.80205  -6.52932  0.398
H  -0.46493  -22.36503  -7.02173  -0.169
H  -5.46420  -19.66316  -6.81816  -0.611
H  -4.13355  -22.58881  -5.13478  0.430
H  -1.56347  -17.61838  -3.86061  -0.626
H  0.84299  -17.95840  -4.35530  -0.103
H  -3.04795  -20.04518  -2.87839  0.493
H  -0.38635  -17.98300  -12.06556  0.472
H  -1.19510  -17.85430  -2.17107  0.322
H  -1.29235  -18.13379  -5.92212  -0.975
H  -1.38575  -24.65903  -5.88604  0.311
H  -0.44450  -20.07303  -3.15838  0.309
H  -2.13916  -13.56641  -4.64401  0.230
H  -6.22877  -17.76293  -4.03210  0.281
H  0.54400  -16.18340  -7.75547  -0.103
H  -3.22162  -18.28098  -11.07724  0.146
H  1.49406  -20.61949  -5.71693  -0.519
H  2.89062  -20.45087  -7.86183  0.081
H  0.64127  -16.88444  -3.07902  0.449
H  -0.77184  -23.02864  -9.32312  0.031
H  -0.76974  -21.42151  -9.86205  -0.656
H  1.34166  -21.27469  -9.65258  0.416
H  -8.61105  -22.18580  -6.97249  0.325
H  -3.70788  -18.16408  -3.75069  -0.043
H  -0.97543  -19.85818  -6.14280  0.182
H  1.11545  -25.24538  -6.97058  0.377
H  4.20658  -19.74457  -6.87216  0.335
H  -0.01336  -13.25207  -6.93314  0.344
H  -0.45128  -19.55408  -11.25047  -0.101
H  -4.51784  -19.34294  -4.77590  -1.632
H  -1.11745  -24.57848  -7.65669  0.197
H  1.44444  -22.89975  -7.93584  0.609
H  -1.39426  -22.88968  -11.72506  0.309
H  -8.20678  -18.98834  -6.75923  0.381
H  -3.37314  -19.32179  -6.73036  -1.434
H  -3.02660  -19.89499  -12.99515  0.418
H  -4.85609  -21.31788  -11.44830  0.361
H  0.69248  -18.60852  -7.19890  -0.557
H  -6.50679  -19.21872  -3.08595  0.439
H  2.81802  -21.80136  -5.79594  0.513
H  -3.09961  -16.03315  -5.95410  0.169
H  -3.22695  -20.03559  -8.88345  -0.050
H  1.96788  -17.70439  -11.16887  0.292

## Properties
- Strongest force on any atom: 1.931 eV/Å
- Energy relative to the best compared isomer or geometry (same formula, charge and spin): 0.0 kJ/mol
- SMILES: OCCO.OCCO.OCCO.OCCO.OCCO.OCCO.OCCO.OCCO.OCCO.OCCO.OCCO.CO
- Net charge: 0
- Spin multiplicity: 1
- HOMO-LUMO gap: 0.3704 Eh

No. 2
Entry from OMol25: C15H20BrCrN2O8P2 as an isolated structure (ωB97M-V/def2-TZVPD).

Last column: Mulliken spin population.
Positions of all 49 atoms, in Å:
Br  1.46959  -3.62057  -1.08335  0.023
Cr  0.95274  -1.18899  -0.13784  3.912
P  1.54287  -1.41268  2.65871  -0.024
P  1.58695  1.44290  1.67259  0.006
O  1.21347  0.75665  0.36943  0.010
O  1.90963  -2.12081  3.90104  0.001
O  0.52593  2.61941  1.92005  -0.001
O  0.42473  -1.80318  1.70807  -0.019
O  -1.12561  -1.31918  -1.14922  0.030
O  2.82397  -1.32668  1.66555  0.017
O  2.99331  1.86017  1.92772  0.000
O  1.91716  -2.15019  -6.04942  0.004
N  2.22675  0.69446  4.17384  0.001
N  1.61713  -1.12121  -2.09261  -0.019
C  -2.21003  -0.91385  -0.75584  0.010
C  1.73594  -2.78198  -3.82093  -0.013
C  -1.81523  2.82516  -0.90147  0.001
C  -3.69521  0.97404  -0.03397  0.004
C  -3.00868  3.25550  -0.33063  0.003
C  -3.94753  2.32858  0.10281  -0.001
C  1.83436  -0.43737  -4.35949  -0.004
C  -2.49815  0.53339  -0.59897  0.007
C  -0.23316  0.45712  3.67114  0.000
C  1.72506  -0.16193  -3.01879  0.042
C  1.63640  -2.38081  -2.52102  -0.011
C  -3.27484  -1.91737  -0.42514  -0.003
C  -1.56444  1.47141  -1.03054  0.013
C  1.18745  0.34985  3.11626  -0.002
C  1.83009  -1.76940  -4.77538  0.012
H  -4.87933  2.66279  0.54255  0.000
H  -0.46728  1.48430  3.95708  0.000
H  1.74139  0.85569  -2.64801  0.001
H  2.99338  1.16904  3.64279  0.000
H  -2.87646  -2.91951  -0.54886  -0.001
H  -0.36705  -0.20521  4.53029  -0.001
H  -4.43607  0.26178  0.30678  0.000
H  0.46003  3.25476  1.19255  0.000
H  -0.94155  0.15134  2.90415  0.002
H  3.65233  -1.58851  2.08790  0.005
H  -4.12984  -1.77992  -1.09276  0.001
H  -1.08897  3.54839  -1.25159  0.000
H  -3.63189  -1.78940  0.59786  0.002
H  1.92196  0.37323  -5.07313  0.000
H  2.53310  -0.17151  4.62927  0.000
H  -3.21114  4.31490  -0.22853  0.000
H  1.85917  1.33116  4.87578  0.000
H  -0.64461  1.12274  -1.47621  -0.010
H  1.74466  -3.82447  -4.10831  -0.001
H  1.98751  -1.39402  -6.64222  0.000

## Properties
- Strongest force on any atom: 0.641 eV/Å
- Energy relative to the best compared isomer or geometry (same formula, charge and spin): 0.0 kJ/mol
- Net charge: +1
- Spin multiplicity: 5
- HOMO-LUMO gap (spin up / spin down): 0.3159 / 0.3512 Eh

No. 3
Entry from OMol25: C37H37F5N2RuSSi2 as an isolated structure at a distorted geometry (ωB97M-V/def2-TZVPD).

Last column: Mulliken charge in e.
Positions of all 85 atoms, in Å:
Ru  0.33425  -0.23418  0.14133  -0.791
S  -0.13547  0.68437  2.40574  -0.701
Si  2.95366  -0.70678  2.18674  0.368
Si  3.56726  -0.18421  -0.96672  0.481
F  0.51490  5.02638  4.93869  -0.317
F  1.12904  5.13765  0.25681  -0.334
F  -0.13493  2.41255  4.79759  -0.395
F  1.10833  6.42672  2.67424  -0.320
F  0.47864  2.50161  0.10226  -0.120
N  -0.26334  -2.61261  0.17730  0.976
N  -1.51686  0.19255  -0.27280  0.260
C  -3.33411  1.70315  0.19931  -0.099
C  -4.08813  2.56167  -0.59384  -0.177
C  0.07898  -1.62326  -4.51448  -1.008
C  0.80191  5.12517  2.59782  0.622
C  -3.80599  3.06822  2.11824  -0.822
C  -0.77064  -4.40377  -1.29237  -1.328
C  0.24496  -0.28148  -4.20459  -0.859
C  4.62814  -1.58954  2.49982  -1.353
C  0.16746  3.06694  3.67104  -0.386
C  -1.13381  -5.19550  -0.22044  -0.479
C  -4.07930  -1.72000  -3.15909  -0.719
C  5.41856  -0.34520  -0.49178  -1.339
C  -0.61825  -3.36638  1.20372  -0.548
C  2.39090  -0.91152  0.36157  0.220
C  -3.20555  -0.96151  -2.40134  0.010
C  -3.18941  1.96443  1.55659  -0.183
C  3.27916  1.68116  -1.25482  -0.879
C  3.49785  -1.19534  -2.59400  -0.990
C  1.85351  -1.63349  3.46111  -1.088
C  0.49017  4.41014  3.75154  0.398
C  -0.03658  -2.55246  -3.50044  -1.083
C  -3.65312  -0.31240  -1.25410  0.018
C  -5.40461  -1.84810  -2.77814  -0.518
C  3.28326  1.13350  2.63537  -0.813
C  -2.71412  0.49692  -0.42588  -0.449
C  -4.55690  3.92101  1.32679  -0.473
C  -4.98888  -0.43616  -0.87986  -0.221
C  0.80319  4.47077  1.37011  -0.030
C  0.17062  2.37397  2.44956  1.618
C  0.47836  3.12687  1.30791  -0.589
C  -0.32538  -3.09305  -1.07418  0.074
C  -4.69342  3.66869  -0.02925  -0.761
C  -1.05385  -4.67364  1.06347  -1.021
C  -5.85613  -1.19994  -1.64001  -0.708
C  0.37585  0.10403  -2.87915  -0.543
C  0.30215  -0.81858  -1.83980  1.645
C  0.01598  -2.16314  -2.15661  1.923
H  -1.48968  -6.20496  -0.37902  0.439
H  5.64629  -1.33961  -0.12561  0.345
H  6.03467  -0.17168  -1.36824  0.365
H  -5.34552  0.05697  0.01162  0.514
H  -4.19316  2.35444  -1.64959  0.516
H  2.34589  -1.99267  0.16270  0.316
H  2.72697  1.81700  2.00056  -0.042
H  3.92998  2.06334  -2.03514  0.478
H  -0.54415  -2.90650  2.18074  0.470
H  -6.89030  -1.28799  -1.34154  0.421
H  4.73642  -1.78594  3.56183  0.380
H  -6.08669  -2.44126  -3.37125  0.400
H  4.69316  -2.54182  1.98557  0.343
H  5.46651  -0.97709  2.19501  0.362
H  2.25771  1.90839  -1.54070  0.135
H  2.16070  -1.37699  4.47168  0.406
H  -5.27578  4.33670  -0.64662  0.411
H  0.79786  -1.39718  3.38266  0.218
H  0.02818  -1.93651  -5.54657  0.417
H  3.62603  -2.25536  -2.39995  0.307
H  0.53230  1.15471  -2.65520  0.062
H  5.71780  0.36954  0.26567  0.317
H  -3.70477  3.26513  3.17600  0.467
H  -2.61502  1.29007  2.17456  0.641
H  0.28758  0.45442  -4.99420  0.409
H  4.33658  1.36848  2.51156  0.483
H  4.29885  -0.89767  -3.26379  0.488
H  -0.18841  -3.58656  -3.76598  0.392
H  3.49678  2.24474  -0.35327  0.305
H  -3.72226  -2.21452  -4.05076  0.458
H  2.56890  -1.08110  -3.13498  0.214
H  -1.33664  -5.25797  1.92427  0.451
H  -5.04327  4.77812  1.76843  0.407
H  3.01470  1.34887  3.66526  0.335
H  1.96866  -2.70811  3.34810  0.327
H  -0.86755  -4.79362  -2.29188  0.391
H  -2.17761  -0.85206  -2.70293  0.478

## Properties
- Strongest force on any atom: 3.333 eV/Å
- Net charge: 0
- Spin multiplicity: 1
- HOMO-LUMO gap (spin up / spin down): 0.1979 / 0.1979 Eh

No. 4
Entry from OMol25: a 2-piece molecular cluster, C4H11N2 overall at a distorted geometry (ωB97M-V/def2-TZVPD).

Last column: Mulliken spin population.
Positions of all 17 atoms, in Å:
N  1.25952  -0.09813  -0.63572  0.249
N  -1.24992  -1.60902  -0.17966  0.168
C  -0.82997  -0.67606  0.64985  0.331
C  2.24153  0.24320  0.38365  -0.001
C  -1.20580  0.70877  0.45969  0.389
C  -2.04495  1.19419  -0.47418  0.742
H  -0.52816  -1.14252  1.57779  0.027
H  -1.39411  -1.45670  -1.17181  0.000
H  1.85288  0.95364  1.20797  0.004
H  -2.25913  0.57147  -1.37067  0.042
H  3.12219  0.88156  -0.06068  0.020
H  -1.07802  -2.55407  0.09172  -0.005
H  1.71160  -0.83222  -1.14497  0.002
H  -0.76779  1.45608  1.12159  0.017
H  -2.26253  2.24138  -0.27980  0.024
H  0.93823  0.70312  -1.19090  -0.009
H  2.49442  -0.58470  1.01612  -0.001

## Properties
- Strongest force on any atom: 7.307 eV/Å
- Energy relative to the best compared isomer or geometry (same formula, charge and spin): 118.5 kJ/mol
- Net charge: +1
- Spin multiplicity: 3
- HOMO-LUMO gap (spin up / spin down): 0.3163 / 0.1986 Eh